Molecular formula: C36H43BI2N10O2V
Method: DFT, the ωB97M-V functional and the def2-TZVPD basis

- Kohn-Sham gap (spin up / spin down) (eV) = 7.15 / 5.11
- HOMO level (spin up / spin down) (eV) = -6.90 / -4.87
- LUMO (spin up / spin down) (eV) = 0.242 / 0.237
- net charge = 0
- 2S+1 = 2
- maximum force (eV/A) = 1.50
- molecular weight (g/mol) = 963.4

Last column: Mulliken charge in e.
Cartesian coordinates (Å):
V (-0.532, -0.037, 0.466)  1.752
I (0.956, -4.854, -5.830)  0.027
C (0.292, -3.445, -4.442)  -0.744
C (-1.064, -3.229, -4.264)  -0.437
C (-1.466, -2.299, -3.318)  0.126
I (-3.529, -2.068, -3.050)  -0.001
C (-0.587, -1.554, -2.487)  -1.718
O (-1.046, -0.832, -1.524)  0.984
C (0.797, -1.742, -2.787)  0.937
C (1.903, -0.927, -2.148)  -1.597
N (1.582, 0.494, -2.030)  0.597
C (1.644, 1.213, -3.287)  -1.446
C (0.492, 2.163, -3.565)  0.741
C (0.585, 2.986, -4.691)  -1.212
C (-0.449, 3.846, -4.991)  -0.389
C (-1.568, 3.857, -4.162)  -1.053
C (-1.575, 3.000, -3.077)  -0.015
N (-0.571, 2.173, -2.768)  0.502
C (1.200, -2.688, -3.723)  -0.306
H (-1.797, -3.778, -4.837)  0.413
H (2.168, -1.318, -1.164)  0.100
H (2.789, -1.062, -2.782)  0.579
H (2.190, 0.920, -1.352)  -0.358
H (2.574, 1.781, -3.392)  0.421
H (1.641, 0.488, -4.105)  0.561
H (1.474, 2.945, -5.313)  0.480
H (-0.394, 4.497, -5.856)  0.408
H (-2.409, 4.513, -4.350)  0.435
H (-2.441, 2.973, -2.414)  0.191
H (2.263, -2.822, -3.897)  0.437
C (-2.410, 1.318, 3.378)  -1.397
C (-1.047, 0.731, 3.542)  0.422
C (-0.383, 0.562, 4.758)  -1.721
C (0.861, 0.046, 4.440)  1.032
C (1.975, -0.347, 5.355)  -1.523
N (0.917, -0.083, 3.110)  0.127
N (-0.258, 0.336, 2.536)  1.099
B (2.102, -0.601, 2.246)  -1.667
N (1.627, -1.844, 1.452)  0.211
N (0.422, -1.855, 0.788)  2.028
C (0.188, -3.132, 0.439)  0.347
C (-1.032, -3.649, -0.259)  -1.129
C (1.258, -3.929, 0.860)  -1.634
C (2.138, -3.087, 1.500)  0.892
C (3.440, -3.420, 2.153)  -1.397
N (2.547, 0.541, 1.316)  0.677
N (1.605, 1.297, 0.677)  0.538
C (2.246, 2.326, 0.145)  0.558
C (1.524, 3.410, -0.592)  -1.180
C (3.622, 2.243, 0.434)  -1.501
C (3.770, 1.096, 1.186)  0.702
C (5.006, 0.522, 1.800)  -1.347
H (-2.978, 1.164, 4.294)  0.456
H (-2.335, 2.397, 3.214)  0.171
H (-2.960, 0.881, 2.550)  0.205
H (-0.765, 0.789, 5.742)  0.511
H (1.679, -0.150, 6.384)  0.397
H (2.211, -1.408, 5.261)  0.250
H (2.886, 0.215, 5.144)  0.251
H (3.004, -0.921, 2.968)  -0.123
H (-1.713, -2.855, -0.545)  -0.319
H (-0.740, -4.191, -1.160)  0.342
H (-1.557, -4.347, 0.398)  0.434
H (1.362, -4.994, 0.714)  0.521
H (3.714, -4.445, 1.907)  0.422
H (4.238, -2.758, 1.815)  0.182
H (3.378, -3.331, 3.239)  0.194
H (0.462, 3.181, -0.650)  -0.081
H (1.655, 4.362, -0.074)  0.414
H (1.912, 3.528, -1.606)  0.295
H (4.399, 2.926, 0.128)  0.529
H (5.877, 1.066, 1.438)  0.423
H (4.982, 0.599, 2.889)  0.193
H (5.130, -0.532, 1.548)  0.154
C (-2.452, 4.063, 0.734)  -1.990
C (-2.324, 2.622, 0.333)  0.101
O (-1.226, 2.050, 0.367)  -0.506
N (-3.430, 2.003, -0.082)  0.472
C (-3.397, 0.683, -0.734)  -0.931
C (-3.479, -0.456, 0.248)  0.232
C (-4.671, -1.115, 0.459)  -0.522
C (-4.765, -2.130, 1.400)  -1.073
C (-3.630, -2.410, 2.149)  -0.916
C (-2.463, -1.729, 1.902)  -0.391
N (-2.331, -0.776, 0.929)  1.995
H (-1.480, 4.439, 1.042)  0.307
H (-3.160, 4.168, 1.559)  0.459
H (-2.820, 4.650, -0.109)  0.436
H (-4.313, 2.474, 0.015)  0.287
H (-2.474, 0.597, -1.308)  -0.733
H (-4.229, 0.635, -1.430)  0.784
H (-5.531, -0.836, -0.140)  0.510
H (-5.688, -2.675, 1.547)  0.402
H (-3.637, -3.174, 2.915)  0.491
H (-1.578, -1.939, 2.484)  0.217


Molecular formula: C36H43BO5
Method: DFT, the ωB97M-V functional and the def2-TZVPD basis

- Kohn-Sham gap (eV) = 9.51
- structure (SMILES) = CCCOCOC(=O)OB(C)O.c1ccccc1.c1ccccc1.c1ccccc1.c1ccccc1.c1ccccc1
- HOMO level (eV) = -9.14
- LUMO (eV) = 0.368
- net charge = 0
- 2S+1 = 1
- maximum force (eV/A) = 1.38
- molecular weight (g/mol) = 566.5

Last column: Mulliken charge in e.
Cartesian coordinates (Å):
C (0.545, 1.742, -3.657)  -1.042
C (1.878, 2.154, -3.012)  -0.070
C (3.009, 1.189, -3.313)  -0.711
O (2.732, -0.117, -2.792)  -0.366
C (3.496, -0.578, -1.756)  -0.273
O (2.734, -0.749, -0.528)  -0.428
C (1.663, 0.085, -0.309)  0.870
O (0.575, -0.102, -0.716)  -0.560
O (1.981, 1.047, 0.568)  -0.653
B (3.194, 1.028, 1.288)  0.370
C (4.100, 2.297, 1.217)  -0.880
O (3.459, -0.075, 2.074)  -0.126
H (0.075, 2.580, -4.178)  0.230
H (0.693, 0.946, -4.394)  0.319
H (-0.154, 1.360, -2.912)  0.303
H (2.190, 3.148, -3.353)  0.464
H (1.758, 2.218, -1.925)  0.007
H (3.132, 1.070, -4.395)  0.404
H (3.964, 1.551, -2.909)  0.368
H (4.324, 0.112, -1.538)  0.279
H (3.878, -1.579, -1.960)  0.247
H (3.549, 3.201, 1.499)  0.327
H (4.422, 2.457, 0.178)  0.315
H (4.988, 2.205, 1.845)  0.242
H (4.024, -0.712, 1.614)  0.214
C (1.738, -2.931, 2.042)  -0.040
C (1.500, -2.591, 3.366)  -0.072
C (1.119, -3.571, 4.273)  -0.928
C (0.980, -4.888, 3.856)  -0.344
C (1.223, -5.228, 2.533)  -0.570
C (1.601, -4.248, 1.624)  -0.386
H (2.037, -2.169, 1.334)  0.370
H (1.616, -1.563, 3.685)  0.422
H (0.924, -3.306, 5.305)  0.418
H (0.677, -5.651, 4.564)  0.415
H (1.114, -6.255, 2.209)  0.415
H (1.789, -4.510, 0.590)  0.408
C (-2.884, 6.139, -6.484)  -0.390
C (-2.938, 6.850, -5.293)  -0.386
C (-2.919, 6.175, -4.079)  -0.462
C (-2.850, 4.789, -4.057)  -0.337
C (-2.795, 4.078, -5.248)  -0.510
C (-2.811, 4.752, -6.461)  -0.343
H (-2.899, 6.665, -7.430)  0.375
H (-2.995, 7.931, -5.310)  0.381
H (-2.965, 6.729, -3.150)  0.393
H (-2.847, 4.261, -3.112)  0.437
H (-2.745, 2.997, -5.229)  0.471
H (-2.771, 4.197, -7.390)  0.367
C (-6.227, 3.733, -4.114)  -0.202
C (-6.689, 4.586, -3.122)  -0.486
C (-7.503, 4.097, -2.109)  -0.367
C (-7.853, 2.754, -2.087)  -0.401
C (-7.389, 1.900, -3.078)  -0.354
C (-6.577, 2.391, -4.092)  -0.473
H (-5.590, 4.117, -4.901)  0.471
H (-6.411, 5.633, -3.138)  0.374
H (-7.864, 4.763, -1.335)  0.359
H (-8.485, 2.372, -1.296)  0.353
H (-7.660, 0.852, -3.060)  0.360
H (-6.215, 1.724, -4.866)  0.367
C (-4.963, -3.777, 4.240)  -0.325
C (-3.716, -3.526, 3.685)  -0.632
C (-2.565, -3.791, 4.415)  0.074
C (-2.664, -4.309, 5.699)  -0.298
C (-3.911, -4.561, 6.254)  -0.413
C (-5.062, -4.294, 5.524)  -0.427
H (-5.861, -3.569, 3.670)  0.358
H (-3.638, -3.123, 2.683)  0.372
H (-1.592, -3.596, 3.985)  0.236
H (-1.766, -4.518, 6.268)  0.348
H (-3.988, -4.966, 7.256)  0.358
H (-6.035, -4.489, 5.957)  0.351
C (7.679, -4.064, 3.140)  -0.345
C (8.200, -2.828, 3.501)  -0.431
C (7.365, -1.723, 3.588)  -0.504
C (6.010, -1.855, 3.315)  -0.539
C (5.487, -3.092, 2.959)  0.127
C (6.324, -4.197, 2.869)  -0.583
H (8.331, -4.926, 3.074)  0.364
H (9.256, -2.728, 3.715)  0.360
H (7.770, -0.758, 3.868)  0.372
H (5.354, -0.999, 3.401)  0.572
H (4.426, -3.199, 2.765)  0.260
H (5.918, -5.162, 2.594)  0.389


Molecular formula: C36H43BrN4OTeZn
Method: DFT, the ωB97M-V functional and the def2-TZVPD basis

- Kohn-Sham gap (spin up / spin down) (eV) = 5.45 / 6.34
- relative energy (zero: lowest compared OMol25 entry of this formula, charge and spin) (kcal per mole) = 12.2
- HOMO level (spin up / spin down) (eV) = -3.25 / -4.15
- LUMO (spin up / spin down) (eV) = 2.198 / 2.190
- net charge = -1
- 2S+1 = 2
- maximum force (eV/A) = 0.41
- molecular weight (g/mol) = 820.7

Last column: Mulliken charge in e.
Cartesian coordinates (Å):
Zn (-0.742, 2.177, -0.821)  0.368
Br (-5.919, 1.798, -6.029)  -0.257
C (-4.489, 2.331, -4.892)  0.099
C (-3.972, 1.431, -3.970)  -0.778
C (-2.936, 1.822, -3.149)  0.150
C (-2.386, 3.115, -3.222)  0.413
C (-2.935, 4.002, -4.166)  -0.613
C (-3.976, 3.611, -4.992)  -0.736
N (-1.344, 3.408, -2.370)  0.507
C (-0.698, 4.573, -2.395)  -0.148
C (0.370, 4.783, -1.495)  -0.193
C (1.140, 5.974, -1.467)  -1.041
C (2.173, 6.090, -0.580)  -0.323
C (2.467, 5.027, 0.294)  -0.838
C (1.676, 3.899, 0.219)  0.032
N (0.662, 3.768, -0.629)  0.301
H (-4.378, 0.432, -3.893)  0.414
H (-2.534, 1.121, -2.428)  0.210
H (-2.559, 5.010, -4.263)  0.266
H (-4.386, 4.307, -5.711)  0.392
H (-0.946, 5.369, -3.088)  0.118
H (0.901, 6.775, -2.154)  0.410
H (2.765, 6.997, -0.555)  0.392
H (3.280, 5.079, 1.003)  0.424
H (1.857, 3.045, 0.864)  0.252
C (-0.733, 1.854, 2.432)  -1.016
C (-2.127, 1.689, 1.806)  2.207
C (-3.166, 2.367, 2.711)  -1.958
C (-2.468, 0.193, 1.697)  -1.263
N (-2.219, 2.231, 0.484)  -0.707
H (-0.677, 1.451, 3.448)  0.489
H (-0.466, 2.914, 2.468)  0.435
H (0.015, 1.340, 1.822)  -0.479
H (-3.153, 1.954, 3.726)  0.352
H (-4.163, 2.239, 2.290)  0.399
H (-2.968, 3.439, 2.774)  0.401
H (-2.446, -0.293, 2.678)  0.378
H (-1.747, -0.303, 1.048)  -0.173
H (-3.464, 0.071, 1.267)  0.499
C (1.127, 1.524, -3.496)  -1.140
C (1.267, 0.549, -2.330)  0.787
O (2.213, -0.268, -2.327)  -0.655
N (0.318, 0.605, -1.406)  -0.141
Te (1.252, -0.764, 0.279)  1.121
C (0.918, -1.620, 2.289)  0.066
C (1.629, -1.041, 3.345)  0.984
C (2.612, 0.089, 3.175)  -1.598
C (1.449, -1.519, 4.645)  -0.974
C (0.561, -2.539, 4.931)  0.753
C (0.356, -3.033, 6.337)  -1.617
C (-0.168, -3.076, 3.877)  -0.968
C (-0.012, -2.636, 2.568)  1.148
C (-0.867, -3.273, 1.512)  -1.430
C (1.482, -2.664, -0.644)  0.178
C (2.581, -3.448, -0.291)  0.450
C (3.678, -3.016, 0.645)  -1.610
C (2.720, -4.718, -0.857)  -0.947
C (1.809, -5.217, -1.768)  0.871
C (1.956, -6.595, -2.352)  -1.557
C (0.733, -4.411, -2.117)  -0.878
C (0.549, -3.146, -1.575)  1.306
C (-0.660, -2.369, -2.004)  -1.581
H (1.993, 1.417, -4.148)  0.412
H (1.042, 2.552, -3.150)  0.148
H (0.220, 1.299, -4.061)  0.228
H (2.344, 0.772, 2.373)  -0.085
H (3.614, -0.287, 2.950)  0.363
H (2.672, 0.667, 4.098)  0.496
H (2.013, -1.062, 5.452)  0.307
H (1.054, -2.557, 7.027)  0.360
H (0.500, -4.113, 6.402)  0.346
H (-0.657, -2.818, 6.685)  0.327
H (-0.889, -3.862, 4.079)  0.334
H (-1.670, -3.847, 1.975)  0.404
H (-0.291, -3.945, 0.876)  0.300
H (-1.317, -2.520, 0.863)  0.049
H (3.403, -2.175, 1.273)  -0.143
H (4.562, -2.727, 0.072)  0.388
H (3.957, -3.843, 1.300)  0.448
H (3.575, -5.323, -0.573)  0.305
H (2.888, -7.060, -2.028)  0.351
H (1.953, -6.568, -3.443)  0.346
H (1.133, -7.242, -2.040)  0.306
H (0.003, -4.780, -2.830)  0.376
H (-1.369, -3.031, -2.503)  0.423
H (-0.385, -1.564, -2.683)  0.286
H (-1.158, -1.887, -1.162)  -0.025


Question: Look up the maximum force of the second one.
Answer: 1.38 eV/A